(1)
Below is the molecule C4H9NO3S2, with properties calculated with ωB97M-V with the def2-TZVPD basis set.

Structure (XYZ):
```
19
Properties=species:S:1:pos:R:3
C 1.7981 -2.0976 -1.0279
S 0.1082 -1.5086 -0.8421
O -0.6877 -1.8919 -1.9675
O -0.3832 -1.8382 0.4663
N 0.3874 0.1874 -0.9714
C -0.8470 0.9362 -0.9991
C -1.2735 1.0103 0.4734
S -2.1454 2.5786 0.8107
C 0.0690 0.8790 1.2078
O 1.0442 0.5660 0.2092
H 1.8013 -3.1690 -0.8739
H 2.1160 -1.8413 -2.0281
H 2.3918 -1.5907 -0.2795
H -1.5549 0.4110 -1.6365
H -0.6465 1.9359 -1.3971
H -1.9399 0.1866 0.7281
H -2.5288 2.2618 2.0452
H 0.3842 1.8179 1.6708
H 0.0358 0.0788 1.9523
```

Output
Strongest force on any atom   1.0 eV/A
Multiplicity   1
Kohn-Sham gap   10.22 eV
HOMO level   -9.493 eV
Electronic energy   -33594.772 eV
Relative energy (zero: lowest compared OMol25 entry of this formula, charge and spin)   0.949 eV
LUMO level   0.73 eV
Charge   0

***

(2)
Below is a 2-piece molecular cluster, C7H4Cl2N2O4 overall in a non-equilibrium geometry, with properties calculated with ωB97M-V with the def2-TZVPD basis set.

Structure (XYZ):
```
19
Properties=species:S:1:pos:R:3
C 0.4588 0.4808 0.9997
C 0.6780 -0.8922 1.2170
C -0.5164 0.9235 0.1562
C -0.2330 -1.7927 0.6559
C -1.3277 0.0826 -0.4928
C -1.3409 -1.2950 -0.2228
C -4.5468 0.2475 -0.0388
N -4.1491 0.9799 1.0982
N -3.9005 0.2650 -1.1920
O -4.8151 0.8626 2.0913
O -4.0706 -0.5446 -2.0638
O -3.2220 1.7974 1.0317
O -2.8513 1.0768 -1.2611
Cl -2.2516 -2.5115 -1.1082
Cl -5.6390 -1.0693 0.1779
H 0.9869 1.2036 1.5038
H 1.6036 -1.2399 1.7677
H -0.8748 1.9878 0.0476
H -0.1550 -2.7777 1.0569
```

Output
Strongest force on any atom   6.5 eV/A
Multiplicity   3
Kohn-Sham gap (spin up / spin down)   7.15 / 5.94 eV
HOMO level (spin up / spin down)   -7.899 / -9.502 eV
Electronic energy   -43526.536 eV
LUMO level (spin up / spin down)   -0.75 / -3.56 eV
Charge   0

***

(3)
Below is CH4P2S3 as an isolated structure in a non-equilibrium geometry, with properties calculated with ωB97M-V with the def2-TZVPD basis set.

Structure (XYZ):
```
10
Properties=species:S:1:pos:R:3
C 0.4759 -0.3459 -0.8724
P -1.6719 -2.5548 0.4175
P 1.3478 -0.6042 1.9756
S -2.3211 -2.6093 -1.3871
S -0.2096 -0.1585 0.7607
S -0.9449 -4.1537 1.3339
H 1.5398 -0.4940 -0.9549
H 0.1266 0.6250 -1.3931
H -0.1694 -1.2150 -1.3534
H 0.5508 0.1390 2.9406
```

Output
Strongest force on any atom   3.8 eV/A
Multiplicity   1
Kohn-Sham gap (spin up / spin down)   5.83 / 6.56 eV
HOMO level (spin up / spin down)   -8.186 / -8.425 eV
Electronic energy   -52183.505 eV
Relative energy (zero: lowest compared OMol25 entry of this formula, charge and spin)   2.641 eV
LUMO level (spin up / spin down)   -2.35 / -1.86 eV
Charge   0

***

(4)
Below is the molecule C6H14NO2PS2 in a non-equilibrium geometry, with properties calculated with ωB97M-V with the def2-TZVPD basis set.

Structure (XYZ):
```
26
Properties=species:S:1:pos:R:3
C -1.3878 -0.3756 -0.5684
C -2.6872 -0.8056 -3.2075
C -3.1313 0.4596 -2.4931
C 1.9027 1.4015 1.4985
C 2.6399 0.3449 2.2977
C 1.1723 0.7608 0.3482
N 1.9269 -0.7420 3.0269
O 0.2498 -1.7165 0.9509
O -1.0798 0.3263 2.1022
P -0.3521 -0.2140 0.9251
S -1.0707 -0.5872 -3.9785
S -2.2219 0.9450 -1.0069
H -2.5472 -1.8028 -2.6245
H -3.4258 -1.0132 -3.9175
H -3.0453 1.3143 -3.3479
H -4.2734 0.2120 -2.2919
H 1.3671 1.9493 2.1693
H 2.5531 2.0049 1.0120
H 3.4418 0.9967 2.8952
H 3.3021 -0.0948 1.6309
H 0.6274 1.5045 -0.3940
H 1.6570 -0.1055 -0.2665
H 1.0691 -0.3353 3.3343
H 2.4965 -1.2156 3.6964
H 1.0416 -1.8227 1.3821
H -0.2249 -1.3888 -3.1730
```

Output
Strongest force on any atom   4.5 eV/A
Multiplicity   1
Kohn-Sham gap   7.82 eV
HOMO level   -8.442 eV
Electronic energy   -42990.841 eV
Relative energy (zero: lowest compared OMol25 entry of this formula, charge and spin)   1.143 eV
LUMO level   -0.62 eV
Charge   0

***

(5)
Below is the molecule C3H3N5 in a non-equilibrium geometry, with properties calculated with ωB97M-V with the def2-TZVPD basis set.

Structure (XYZ):
```
11
Properties=species:S:1:pos:R:3
H 1.8905 0.8724 1.6432
N 1.9529 0.3068 0.7494
C 0.8345 0.4816 0.1762
C 0.5308 -0.0624 -1.1386
N -0.5295 -0.7610 -1.2716
C -1.1185 -1.1563 -0.0560
N -1.4935 -0.2507 0.8595
N -1.2999 1.0352 0.7074
N -0.2253 1.5563 0.3548
H 1.0256 0.1825 -2.0490
H -1.5676 -2.2044 0.0245
```

Output
Strongest force on any atom   3.4 eV/A
Multiplicity   1
Kohn-Sham gap   9.67 eV
HOMO level   -10.079 eV
Electronic energy   -10605.748 eV
Relative energy (zero: lowest compared OMol25 entry of this formula, charge and spin)   3.119 eV
LUMO level   -0.41 eV
Charge   0

***

(6)
Below is C38H30Br2N5PSSn as an isolated structure in a non-equilibrium geometry, with properties calculated with ωB97M-V with the def2-TZVPD basis set.

Structure (XYZ):
```
78
Properties=species:S:1:pos:R:3
Sn -0.9432 0.6989 -0.7735
Br -6.6567 2.9414 1.8790
C -5.0399 2.3056 1.1321
C -4.1677 1.5637 1.9145
C -3.0025 1.1241 1.3210
N -2.6772 1.3779 0.0365
C -3.5422 2.1048 -0.7130
C -4.7382 2.5873 -0.1968
C -3.0579 2.2987 -2.0789
C -3.7144 2.9973 -3.0842
C -3.1027 3.0813 -4.3312
Br -3.9582 4.0219 -5.7310
C -1.8725 2.4828 -4.5584
C -1.2917 1.8091 -3.5039
N -1.8550 1.7071 -2.2822
H -4.3797 1.3311 2.9512
H -2.2735 0.5381 1.8733
H -5.4253 3.1673 -0.7998
H -4.6747 3.4678 -2.9162
H -1.3759 2.5339 -5.5201
H -0.3293 1.3166 -3.6095
S 0.2680 -2.0652 4.9870
C -0.2583 -1.2164 3.5099
C -1.0997 -1.8482 2.5971
C -1.4746 -1.1497 1.4627
N -1.0677 0.1074 1.1871
C -0.2452 0.6918 2.0837
C 0.1859 0.0774 3.2466
C -1.0418 -1.5953 6.1021
C -0.9291 -0.4405 6.8729
C -1.9693 -0.1226 7.7289
N -3.0852 -0.8701 7.8635
C -3.1637 -1.9881 7.1114
C -2.1781 -2.3913 6.2273
H -1.4580 -2.8585 2.7570
H -2.1310 -1.5964 0.7212
H 0.0703 1.7006 1.8331
H 0.8516 0.6003 3.9235
H -0.0567 0.2001 6.8157
H -1.9314 0.7680 8.3497
H -4.0700 -2.5721 7.2440
H -2.3002 -3.3042 5.6558
N 0.7445 -0.3773 -0.3274
P 2.0259 -0.6183 -1.3586
C 2.7776 0.9696 -1.6300
C 4.1695 1.1321 -1.6096
C 4.7456 2.3831 -1.8404
C 3.9374 3.4872 -2.1003
C 2.5530 3.3413 -2.1313
C 1.9779 2.0909 -1.8993
C 1.3622 -1.3024 -2.8594
C 0.4088 -2.3306 -2.8046
C -0.1089 -2.8899 -3.9740
C 0.3226 -2.4305 -5.2155
C 1.2732 -1.4150 -5.2874
C 1.7916 -0.8568 -4.1171
C 3.1367 -1.7486 -0.5531
C 3.4439 -1.5889 0.8068
C 4.3276 -2.4583 1.4479
C 4.9198 -3.4985 0.7366
C 4.6307 -3.6671 -0.6154
C 3.7472 -2.7963 -1.2564
H 4.8210 0.2835 -1.4137
H 5.8267 2.4944 -1.8167
H 4.3863 4.4606 -2.2791
H 1.9194 4.2003 -2.3363
H 0.8947 1.9905 -1.9327
H 0.0670 -2.7042 -1.8413
H -0.8485 -3.6841 -3.9142
H -0.0809 -2.8641 -6.1267
H 1.6126 -1.0560 -6.2556
H 2.5368 -0.0687 -4.1978
H 2.9937 -0.7765 1.3740
H 4.5531 -2.3224 2.5025
H 5.6068 -4.1771 1.2351
H 5.0929 -4.4776 -1.1731
H 3.5404 -2.9442 -2.3139
H 0.0535 0.6361 -2.2116
```

Output
Strongest force on any atom   7.1 eV/A
Multiplicity   1
Kohn-Sham gap (spin up / spin down)   5.19 / 5.19 eV
HOMO level (spin up / spin down)   -12.558 / -12.558 eV
Electronic energy   -213363.072 eV
LUMO level (spin up / spin down)   -7.37 / -7.37 eV
Charge   +2